Record 1
Here is one molecule with the formula C5H8O from the OMol25 dataset. Energies are from ωB97M-V with the def2-TZVPD basis set.

HOMO ... -9.7 eV
Molecular weight ... 84.12 g mol⁻¹
SMILES ... O=CC1CCC1
Charge ... 0
LUMO energy ... 1.14 eV
Orbital gap ... 10.876 eV
Energy relative to the best compared isomer or geometry (same formula, charge and spin) ... 27.9 kcal per mole

Cartesian coordinates (Å):
O -0.853 1.577 -1.794
C -0.841 1.631 -0.586
C 0.543 -1.383 0.192
C -0.004 0.737 0.288
C 1.137 -0.076 -0.367
C -0.737 -0.612 0.571
H 0.301 1.274 1.192
H 1.092 -0.021 -1.456
H 1.086 -1.753 1.066
H -1.089 -0.755 1.595
H 0.421 -2.207 -0.516
H 2.145 0.160 -0.022
H -1.535 -0.755 -0.171
H -1.547 2.325 -0.078

Quick look at the Löwdin charges, all values in e: 0.048, -0.238, -0.170, -0.266, -0.139, -0.133, 0.138, 0.107, 0.103, 0.104, 0.102, 0.105, 0.116, 0.125


Record 2
Here is one molecule with the formula C3H6N2S in a non-equilibrium geometry from the OMol25 dataset. Energies are from ωB97M-V with the def2-TZVPD basis set.

HOMO ... -8.5 eV
Molecular weight ... 102.16 g mol⁻¹
SMILES ... C=CN(N)C=S
Charge ... 0
LUMO energy ... 0.22 eV
Orbital gap ... 8.711 eV
Energy relative to the best compared isomer or geometry (same formula, charge and spin) ... 55.8 kcal per mole

Cartesian coordinates (Å):
S 1.654 -1.259 0.731
N -1.279 0.233 -1.439
N -0.449 0.051 -0.338
C -1.391 2.077 0.421
C -0.710 0.962 0.687
C 0.637 -0.769 -0.453
H -1.421 2.904 1.077
H -0.700 0.401 -2.283
H -1.899 -0.557 -1.610
H -0.211 0.734 1.583
H 0.578 -1.210 -1.450
H -1.940 2.265 -0.503

Quick look at the Löwdin charges, all values in e: 0.601, 0.039, -0.271, 0.031, -0.156, -0.687, 0.036, 0.114, 0.105, 0.070, 0.066, 0.053


Record 3
Here is an isolated ion of composition C2H4NO2 and charge -1 in a non-equilibrium geometry from the OMol25 dataset. Energies are from ωB97M-V with the def2-TZVPD basis set.

HOMO ... -3.8 eV
Molecular weight ... 74.06 g mol⁻¹
SMILES ... CNC(=O)[O-]
Charge ... -1
LUMO energy ... 4.44 eV
Orbital gap ... 8.243 eV
Energy relative to the best compared isomer or geometry (same formula, charge and spin) ... 32.0 kcal per mole

Cartesian coordinates (Å):
O -0.245 1.018 0.896
O -1.795 -0.409 0.109
N 0.408 -0.594 -0.715
C 1.732 -0.161 -0.263
C -0.632 0.066 0.178
H -0.147 0.136 -1.257
H 1.888 0.887 -0.478
H 2.501 -0.751 -0.810
H 1.924 -0.376 0.778

Quick look at the Löwdin charges, all values in e: -0.097, -0.105, -0.048, -0.194, -0.830, 0.102, 0.056, 0.055, 0.062


Record 4
Here is a 2-piece molecular cluster, C4H14NS2 overall from the OMol25 dataset. Energies are from ωB97M-V with the def2-TZVPD basis set.

HOMO (alpha / beta) ... -3.7 / -9.4 eV
2S+1 ... 2
Molecular weight ... 140.30 g mol⁻¹
Charge ... 0
LUMO energy (alpha / beta) ... 0.38 / 0.35 eV
Orbital gap (alpha / beta) ... 4.061 / 9.753 eV
Energy relative to the best compared isomer or geometry (same formula, charge and spin) ... 5.6 kcal per mole

Cartesian coordinates (Å):
S -3.088 -2.495 -0.027
S -2.662 -0.493 -0.309
N 3.350 -0.381 -0.899
C -2.065 1.543 1.421
C -2.565 0.108 1.419
C 1.041 0.372 -1.467
C 1.923 -0.273 -0.407
H 1.623 -1.292 -0.181
H -2.070 1.923 2.440
H -3.556 0.024 1.857
H 0.019 0.393 -1.087
H 3.391 -0.933 -1.785
H -2.709 2.189 0.826
H -1.823 -2.944 0.047
H 3.739 0.571 -1.104
H 1.963 0.291 0.521
H 3.980 -0.827 -0.189
H -1.882 -0.554 1.946
H -1.053 1.606 1.027
H 1.382 1.386 -1.666
H 1.063 -0.214 -2.382

Quick look at the Löwdin charges, all values in e: 0.310, 0.393, -0.022, -0.179, -0.612, -0.125, -0.337, 0.084, 0.074, 0.064, 0.022, 0.048, 0.070, -0.203, 0.047, 0.085, 0.035, 0.060, 0.056, 0.064, 0.064


Record 5
Here is one molecule with the formula C5H10O from the OMol25 dataset. Energies are from ωB97M-V with the def2-TZVPD basis set.

HOMO ... -9.6 eV
Molecular weight ... 86.13 g mol⁻¹
SMILES ... CCC(=O)CC
Charge ... 0
LUMO energy ... 0.95 eV
Orbital gap ... 10.541 eV
Energy relative to the best compared isomer or geometry (same formula, charge and spin) ... 3.8 kcal per mole

Cartesian coordinates (Å):
O -0.588 0.881 0.961
C 1.471 0.225 0.009
C 1.702 1.718 -0.229
C -0.735 -1.286 0.029
C -2.231 -0.969 -0.056
C 0.007 0.001 0.373
H -0.324 -1.757 -0.875
H -0.556 -2.007 0.841
H -2.847 -1.866 -0.151
H 1.188 2.043 -1.140
H 1.784 -0.383 -0.850
H -2.443 -0.305 -0.902
H 2.762 1.967 -0.322
H 2.070 -0.121 0.865
H 1.272 2.282 0.603
H -2.532 -0.425 0.844

Quick look at the Löwdin charges, all values in e: 0.063, -0.177, -0.105, -0.175, -0.106, -0.405, 0.110, 0.122, 0.070, 0.080, 0.108, 0.080, 0.071, 0.122, 0.071, 0.072


Record 6
Here is an isolated ion of composition C4H6NO and charge +1 in a non-equilibrium geometry from the OMol25 dataset. Energies are from ωB97M-V with the def2-TZVPD basis set.

HOMO ... -14.7 eV
Molecular weight ... 84.10 g mol⁻¹
SMILES ... C1=C[N@@H+]2C[C@@H]2O1
Charge ... +1
LUMO energy ... -3.47 eV
Orbital gap ... 11.237 eV
Energy relative to the best compared isomer or geometry (same formula, charge and spin) ... 46.3 kcal per mole

Cartesian coordinates (Å):
O -1.213 0.977 0.034
N 0.574 -0.335 -0.441
C -1.498 -0.365 0.250
C 0.057 1.053 -0.391
C 1.012 0.572 0.567
C -0.464 -1.146 -0.038
H 0.369 1.720 -1.149
H 1.089 -0.750 -1.216
H 2.116 0.889 0.489
H 0.818 0.247 1.556
H -2.458 -0.726 0.687
H -0.402 -2.136 -0.347

Quick look at the Löwdin charges, all values in e: 0.084, 0.028, 0.013, -0.176, 0.025, -0.023, 0.183, 0.223, 0.188, 0.149, 0.174, 0.133